{
  "formula": "C8H21FLiNO3",
  "method": "ωB97M-V/def2-TZVPD",
  "species": ["Li", "F", "C", "C", "O", "H", "H", "H", "H", "H", "C", "C", "O", "H", "H", "H", "H", "H", "C", "C", "C", "O", "C", "N", "H", "H", "H", "H", "H", "H", "H", "H", "H", "H", "H"],
  "coordinates": [[1.9451, -0.8216, -2.1264], [5.0836, -0.1012, -4.4828], [-2.1167, -5.9678, -2.6455], [-0.7984, -5.9447, -3.3939], [-0.0987, -4.6834, -3.4337], [-2.4139, -6.9654, -2.3220], [-2.9178, -5.5185, -3.2323], [-1.9498, -5.4910, -1.6796], [-0.9293, -6.2937, -4.4182], [-0.1502, -6.6901, -2.9330], [-3.7839, 1.7418, -2.7679], [-2.5765, 2.5736, -3.2455], [-1.5086, 1.8081, -3.7058], [-3.6233, 1.3645, -1.7579], [-4.0318, 0.8378, -3.3242], [-4.6676, 2.3784, -2.8131], [-2.2548, 3.3762, -2.5819], [-2.9521, 3.1679, -4.0785], [0.6440, 0.3838, 3.9165], [0.9600, 1.0850, 2.6398], [1.4024, 2.5893, 2.7639], [2.4376, 2.6131, 3.7467], [3.1717, 3.8396, 3.7151], [2.1343, 0.3572, 2.1644], [-0.3271, 0.6291, 4.3465], [1.4339, 0.4450, 4.6652], [0.4850, -0.6795, 3.7371], [0.1695, 1.0452, 1.8904], [0.5747, 3.2555, 3.0071], [1.7798, 2.9903, 1.8232], [2.4752, 4.6760, 3.6548], [3.8127, 3.9963, 2.8475], [3.6361, 3.9279, 4.6972], [2.0335, -0.5532, 2.5899], [2.9209, 0.6282, 2.7370]],
  "forces_ev_per_angstrom": [[-0.023, 0.028, -0.754], [-0.241, -0.059, 0.431], [0.080, -0.001, 0.442], [2.071, 2.411, -0.223], [-1.466, -1.774, 0.416], [-0.156, -0.574, -0.460], [-0.091, 0.264, 0.292], [-0.198, 0.691, -0.106], [-0.420, -0.320, -0.549], [0.322, -0.622, 0.400], [0.077, 0.360, 0.726], [1.381, -1.902, -2.078], [-0.575, 0.460, 0.997], [-0.077, 0.151, 0.372], [0.538, 0.192, -0.629], [-0.407, 0.121, 0.386], [-0.179, 0.135, 1.266], [-0.607, 0.488, -0.807], [-1.883, -0.290, 1.221], [1.416, 1.318, -0.260], [-0.096, -1.154, 0.302], [0.196, 0.827, -0.463], [-1.223, 0.072, 0.570], [0.668, -0.688, -0.665], [0.014, 0.609, 0.352], [-0.043, 0.365, -0.079], [0.218, -0.176, -0.357], [-0.118, -0.165, 0.120], [-0.216, -0.045, 0.537], [0.172, -0.446, -0.340], [-0.325, 0.194, 0.099], [0.432, -0.621, 0.085], [0.548, -0.064, -0.354], [-0.182, -0.719, -0.760], [0.393, 0.935, -0.130]],
  "energy_ha": -705.0428,
  "charge": -2,
  "e_homo_ev": -0.628,
  "orbital_gap_ev": 4.0
}


{
  "formula": "C24H14MnN2O2PS2",
  "method": "ωB97M-V/def2-TZVPD",
  "species": ["Mn", "S", "C", "C", "N", "C", "S", "C", "N", "O", "C", "C", "C", "C", "C", "C", "C", "P", "C", "C", "C", "C", "C", "C", "C", "C", "C", "C", "C", "C", "H", "H", "H", "H", "H", "H", "H", "H", "H", "H", "H", "H", "H", "H", "O", "C"],
  "coordinates": [[0.9378, 0.3615, -0.0100], [0.7652, 2.6981, -0.0606], [-0.7019, 3.4915, -0.0005], [-0.5998, 4.9246, -0.0431], [-0.4973, 6.0678, -0.0780], [-2.0031, 2.9684, 0.0903], [-2.5167, 1.3676, 0.1326], [-3.0886, 3.9032, 0.1502], [-3.9817, 4.6235, 0.2126], [2.9233, 0.9508, 0.0336], [2.7302, -0.2378, 0.0216], [3.4828, -1.4630, 0.0176], [4.8713, -1.6005, 0.0289], [5.3773, -2.8854, 0.0150], [4.5160, -3.9857, -0.0104], [3.1363, -3.8358, -0.0217], [2.6147, -2.5518, -0.0063], [0.8773, -1.9950, -0.0102], [0.2167, -2.6573, -1.5513], [0.2053, -1.7635, -2.6201], [-0.1951, -2.1694, -3.8825], [-0.5956, -3.4806, -4.0867], [-0.5878, -4.3789, -3.0281], [-0.1791, -3.9750, -1.7673], [0.2122, -2.6477, 1.5343], [-0.1651, -3.9695, 1.7602], [-0.5825, -4.3670, 3.0200], [-0.6168, -3.4582, 4.0691], [-0.2329, -2.1436, 3.8562], [0.1759, -1.7441, 2.5943], [5.5157, -0.7323, 0.0467], [6.4462, -3.0457, 0.0224], [4.9397, -4.9814, -0.0220], [2.4956, -4.7073, -0.0430], [0.5004, -0.7238, -2.4803], [-0.2004, -1.4600, -4.6985], [-0.9156, -3.8033, -5.0678], [-0.9023, -5.4020, -3.1818], [-0.1848, -4.7037, -0.9715], [-0.1464, -4.7071, 0.9727], [-0.8822, -5.3935, 3.1807], [-0.9438, -3.7759, 5.0495], [-0.2578, -1.4264, 4.6650], [0.4571, -0.7017, 2.4473], [-1.6902, -1.0289, -0.0284], [-1.0815, -0.0160, 0.0012]],
  "forces_ev_per_angstrom": [[-0.196, -0.253, 0.105], [0.053, -0.026, -0.046], [-0.159, 0.025, 0.008], [0.065, -0.012, 0.008], [0.008, 0.042, -0.005], [0.006, 0.001, -0.029], [-0.114, 0.120, 0.028], [-0.008, -0.011, 0.031], [-0.028, 0.023, -0.014], [-0.033, 0.104, -0.009], [0.024, -0.093, -0.026], [-0.118, 0.082, 0.004], [0.003, -0.041, 0.001], [-0.011, 0.041, -0.002], [0.032, -0.021, -0.002], [-0.012, 0.051, 0.004], [0.062, -0.132, 0.004], [0.037, 0.147, -0.001], [-0.032, 0.000, -0.028], [0.005, 0.095, -0.045], [0.004, 0.025, 0.000], [0.004, -0.041, 0.051], [-0.008, 0.032, -0.052], [0.004, -0.032, 0.018], [-0.029, -0.006, 0.016], [0.012, -0.027, -0.021], [-0.007, 0.031, 0.051], [0.001, -0.045, -0.050], [0.008, 0.034, 0.000], [-0.005, 0.080, 0.039], [0.012, -0.002, 0.000], [0.005, 0.004, 0.001], [0.000, -0.003, 0.000], [-0.017, 0.003, 0.000], [-0.007, -0.065, 0.022], [-0.004, -0.006, -0.011], [-0.004, 0.000, -0.009], [-0.004, -0.005, -0.010], [0.018, 0.026, 0.031], [0.022, 0.026, -0.031], [-0.004, -0.005, 0.010], [-0.004, 0.002, 0.009], [-0.004, -0.006, 0.011], [-0.006, -0.055, -0.018], [-0.125, 0.083, -0.012], [0.550, -0.190, -0.029]],
  "energy_ha": -3471.2908,
  "s_squared": 0.7853,
  "charge": 1,
  "spin_multiplicity": 2,
  "e_homo_ev": [-11.693, -12.440],
  "orbital_gap_ev": [7.4, 6.4]
}


{
  "formula": "C13H18ClN3O2S",
  "method": "ωB97M-V/def2-TZVPD",
  "species": ["C", "H", "H", "H", "S", "C", "C", "C", "N", "C", "O", "N", "H", "H", "H", "H", "C", "O", "N", "H", "C", "C", "C", "C", "C", "C", "C", "H", "Cl", "H", "H", "H", "H", "H", "H", "H", "H", "H"],
  "coordinates": [[-0.9402, -2.6902, 3.2995], [-1.8941, -2.8930, 4.0257], [-1.3933, -2.7506, 2.3415], [-0.2887, -3.4733, 3.3577], [-0.3801, -1.0567, 3.5858], [-1.5993, 0.0267, 3.7193], [-2.1016, 0.4399, 2.3685], [-1.2744, 0.7300, 1.3897], [-1.8352, 1.5960, 0.3697], [-1.0268, 2.5501, -0.2531], [0.2782, 2.5265, 0.0255], [-1.6075, 2.9706, -1.4336], [-2.7550, 3.2400, -1.4948], [-1.0568, 3.8097, -1.6992], [-2.7254, 1.2658, -0.0619], [-0.3176, 1.4699, 1.9645], [-0.5059, -0.1911, 0.7283], [-1.0128, -1.3041, 0.3954], [0.7226, -0.2267, 0.5250], [1.2925, 0.8007, 0.6506], [1.5485, -1.0796, -0.4063], [2.0796, -0.6666, -1.7663], [1.8229, 0.6095, -2.1271], [2.2015, 1.0422, -3.4641], [2.2634, -0.1782, -4.4539], [2.5014, -1.2541, -3.8994], [2.2138, -1.4232, -2.7112], [2.3725, -2.7761, -2.2855], [3.1690, -2.3955, -5.1279], [2.6619, 0.3962, -5.3822], [1.8943, 1.9373, -3.7928], [1.3328, 1.4349, -1.5770], [1.0817, -2.0226, -0.2765], [2.5182, -1.0743, 0.1224], [-3.0236, 1.0856, 2.5112], [-2.6375, -0.7828, 2.0842], [-2.5341, -0.6107, 4.3757], [-1.0448, 0.9180, 4.3727]],
  "forces_ev_per_angstrom": [[-5.881, 1.168, 1.322], [2.271, 0.243, -1.266], [-0.308, -0.061, -1.182], [2.279, -1.505, 0.685], [6.357, -2.523, 0.896], [-3.640, 1.697, 3.562], [-9.684, -6.008, 5.660], [6.348, 9.485, -1.606], [-0.434, 1.294, -0.287], [3.165, -4.793, 0.694], [-5.770, 1.970, -1.363], [-2.147, 3.581, -0.245], [4.401, -1.156, 0.726], [-0.707, -0.687, -0.427], [1.243, 0.634, 0.432], [-2.591, -1.532, -1.560], [-2.347, -9.323, -2.115], [-2.155, 0.677, -0.119], [10.465, 7.287, -2.139], [-2.338, -3.576, -0.113], [1.232, 0.244, 2.920], [-5.848, 6.053, 8.227], [1.231, 6.031, -3.494], [-2.408, -8.076, 1.796], [1.470, 15.771, -2.563], [3.193, -6.024, -8.380], [2.079, -15.848, 4.151], [-0.583, 3.856, -1.410], [-0.280, -0.810, 0.995], [-1.079, -2.473, 0.747], [-0.588, 3.315, -1.265], [0.690, -0.926, 0.550], [-0.076, -1.133, -0.793], [-0.381, -0.619, 0.480], [1.276, -0.415, -0.559], [1.052, 3.565, 0.197], [2.346, 2.568, -1.597], [-1.857, -1.950, -1.556]],
  "energy_ha": -1678.8463,
  "charge": 0,
  "e_homo_ev": -8.124,
  "orbital_gap_ev": 8.3
}


{
  "formula": "C5H6BrCl",
  "method": "ωB97M-V/def2-TZVPD",
  "species": ["Cl", "C", "C", "C", "C", "Br", "C", "H", "H", "H", "H", "H", "H"],
  "coordinates": [[-2.7963, -0.9448, 0.0688], [-1.1802, -1.4431, -0.0825], [-0.2034, -0.0039, -0.0100], [0.3310, 0.8267, 1.1664], [1.1991, 0.3431, 0.0120], [2.9183, -0.3669, 0.0661], [0.3571, 0.8193, -1.0410], [-0.8818, -2.0842, 0.8256], [-0.9922, -1.7771, -1.1395], [0.0761, 1.9969, 1.2302], [0.4650, 0.2628, 2.1039], [0.5233, 0.3782, -2.0682], [0.1842, 1.9931, -1.1319]],
  "forces_ev_per_angstrom": [[-1.844, 0.321, 0.178], [4.167, 2.558, 0.312], [-2.601, -3.430, 2.020], [-0.255, 0.978, -0.440], [0.590, 0.362, 2.168], [0.164, -0.352, -0.115], [0.079, 3.446, -4.697], [-0.309, 0.692, -1.937], [-0.071, -0.376, 1.457], [0.491, -2.735, -0.083], [-0.122, 0.562, -0.382], [-0.258, 0.316, 1.216], [-0.031, -2.341, 0.303]],
  "energy_ha": -3228.1961,
  "charge": 0,
  "e_homo_ev": -9.270,
  "orbital_gap_ev": 10.0
}